one) Computed, not measured: a single C6H6OS molecule, with wB97M-V/def2-TZVPD.

Output
Kohn-Sham gap ... 9.87 eV
SMILES ... O=CSC1=CC=CC1
M ... 126.18 g/mol
LUMO energy ... 0.0146 hartree
Highest occupied orbital energy ... -9.470 eV

```
! RIJCOSX wB97M-V def2-TZVPD def2/J DEFGRID3
* xyz 0 1
O -2.04642 3.50476 0.71699
C -1.59791 2.38767 0.48349
S -1.55782 0.91197 1.40686
C -0.38776 -0.10860 0.30670
C -0.65629 -0.72638 -0.89160
C 0.74134 -1.28402 -1.29619
C 1.59281 -1.17501 -0.30346
C 0.99930 -0.33256 0.76899
H -1.10129 1.98939 -0.54989
H -1.77305 -0.96027 -1.45884
H 1.12374 -1.95879 -2.08451
H 2.49403 -1.60843 -0.09306
H 1.56362 0.45953 1.22623
H 0.60568 -1.09927 1.76830
*
```

Löwdin atomic charge list, values in e, 4 entries: -0.04, -0.65, 0.93, -0.56

two) Computed, not measured: C6H6OS as an isolated structure, with wB97M-V/def2-TZVPD.

Output
Kohn-Sham gap ... 10.23 eV
M ... 126.18 g/mol
LUMO energy ... 0.0193 hartree
Highest occupied orbital energy ... -9.705 eV

```
! RIJCOSX wB97M-V def2-TZVPD def2/J DEFGRID3
* xyz 0 1
C -0.95529 -1.05518 0.95268
C -0.26685 -0.18198 -0.13671
C 1.27783 0.37694 0.08205
C 2.04660 -0.55708 -0.74782
C -1.03674 0.96747 -0.71644
C -1.71013 2.03594 -0.78713
H -1.97950 -0.30131 1.46678
H -1.44310 -2.12860 0.27624
H -0.15782 -1.56520 1.93870
H 1.37614 1.41659 0.09825
H 1.45525 0.22553 1.17195
H -2.30206 2.94098 -1.28168
O 3.16563 -0.88468 -0.88071
S 0.53006 -1.28941 -1.43617
*
```

Löwdin atomic charge list, values in e, 4 entries: -0.16, -0.73, -0.15, -0.69

The most stable arrangement is one), and the next structure is 2.366 eV less stable.

one) Computed, not measured: a single C4H10N2S molecule, with wB97M-V/def2-TZVPD.

Output
Kohn-Sham gap ... 9.64 eV
SMILES ... NC[C@]1(N)C[C@@H]1S
M ... 118.20 g/mol
LUMO energy ... 0.0325 hartree
Highest occupied orbital energy ... -8.751 eV

```
! RIJCOSX wB97M-V def2-TZVPD def2/J DEFGRID3
* xyz 0 1
N -0.47704 0.81289 -2.22458
C 0.33121 -0.03601 -1.30836
C -0.29132 -0.15298 0.10750
N -1.52727 -0.83372 0.25826
C 0.03529 0.76774 1.20008
C 0.67178 -0.55602 1.22551
S 2.41362 -0.69110 0.95857
H -0.35483 1.87119 -1.98507
H -1.48840 0.54919 -1.99109
H 0.38055 -0.98289 -1.79037
H 1.37748 0.31001 -1.37052
H -2.39073 -0.32443 0.04822
H -1.52847 -1.67665 -0.31540
H -0.66605 0.94445 1.96813
H 0.64684 1.70956 0.96911
H 0.18007 -1.27460 1.91839
H 2.68727 -0.43662 2.33161
*
```

Löwdin atomic charge list, values in e, 4 entries: -0.04, -0.24, -0.55, 0.07

two) Computed, not measured: a single C4H10N2S molecule, with wB97M-V/def2-TZVPD.

Output
Kohn-Sham gap ... 9.35 eV
SMILES ... [H]/N=C/C[C@@H](C)NS
M ... 118.20 g/mol
LUMO energy ... 0.0315 hartree
Highest occupied orbital energy ... -8.497 eV

```
! RIJCOSX wB97M-V def2-TZVPD def2/J DEFGRID3
* xyz 0 1
H 0.27682 2.68219 -2.46825
N -0.20822 2.17133 -1.73923
C -0.05871 0.93307 -1.90773
C -0.69990 0.05355 -0.98231
C 0.31488 -0.29245 0.45867
C -0.10413 0.79170 1.50951
N 0.08314 -1.67304 0.70269
S 1.33667 -2.35412 1.66868
H 0.50433 0.67427 -2.78342
H -1.65738 0.53240 -0.74544
H -1.00003 -0.95358 -1.17611
H 1.35801 0.01406 0.25412
H -1.24728 0.81431 1.71266
H 0.32639 0.54308 2.37239
H 0.23406 1.64066 1.12144
H -0.83035 -1.98555 1.00446
H 1.37171 -3.59188 0.99786
*
```

Löwdin atomic charge list, values in e, 4 entries: 0.04, 0.09, -0.31, -0.11

The most stable arrangement is one), and the next structure is 1.239 eV less stable.

one) Computed, not measured: an isolated ion of composition C5H12N3 and charge +1, with wB97M-V/def2-TZVPD.

Output
Kohn-Sham gap (alpha / beta) ... 7.45 / 8.59 eV
M ... 114.17 g/mol
LUMO energy (alpha / beta) ... -0.2083 / -0.1774 hartree
Highest occupied orbital energy (alpha / beta) ... -13.116 / -13.412 eV

```
! RIJCOSX wB97M-V def2-TZVPD def2/J DEFGRID3
* xyz 1 1
C 0.72324 0.80029 0.64200
C 0.12400 -1.48496 0.60492
C -1.18332 -0.96304 -0.26935
C 2.34846 -0.65675 -0.45359
C -2.55358 0.97856 -0.15211
N 1.10981 -0.41669 0.37607
N -1.75075 0.03216 0.42195
N 1.26056 2.00432 0.36833
H -0.24626 -1.64280 1.57161
H 0.45836 -2.51208 0.33544
H -0.76426 -0.81316 -1.31940
H -1.78226 -1.95277 -0.19342
H 2.70677 0.33412 -0.70230
H 3.14985 -1.22437 0.07828
H 1.82492 -1.12816 -1.27684
H -3.70222 0.64529 -0.12289
H -2.43816 1.81255 0.54151
H -2.44456 1.23810 -1.18049
H 2.30897 2.09047 0.22062
H 0.85043 2.85893 0.50965
*
```

Löwdin atomic charge list, values in e, 4 entries: 0.00, -0.09, -0.25, 0.05

two) Computed, not measured: a 2-piece molecular cluster, C5H12N3 overall, with wB97M-V/def2-TZVPD.

Output
Kohn-Sham gap ... 10.00 eV
M ... 114.17 g/mol
LUMO energy ... -0.1120 hartree
Highest occupied orbital energy ... -13.047 eV

```
! RIJCOSX wB97M-V def2-TZVPD def2/J DEFGRID3
* xyz 1 1
C -2.27560 1.58610 0.57217
C -2.11515 -0.63139 -0.72504
C 3.05098 0.37878 0.72511
C -1.02334 -1.72754 -0.74879
C -2.18725 0.43361 0.04571
N 1.94229 0.41836 0.08864
N 1.43154 1.62145 -0.44152
N 0.08107 -1.46954 0.22891
H -2.72582 1.71439 1.51399
H -2.04282 2.50299 0.10166
H 0.47836 -2.31885 0.65029
H -2.86675 -0.72240 -1.47231
H 3.77811 1.27274 0.80026
H 3.38284 -0.49108 1.39758
H -1.58968 -2.62138 -0.53346
H -0.53952 -1.81035 -1.66745
H 2.03239 2.36330 -0.68998
H 0.59637 1.43332 -0.84611
H -0.26032 -1.05775 1.07343
H 0.85230 -0.87476 -0.07310
*
```

Löwdin atomic charge list, values in e, 4 entries: 0.05, -0.07, -0.03, -0.11

The most stable arrangement is two), and the next structure is 1.489 eV less stable.